{"formula": "C59H55IN5O2P2W", "method": "ωB97M-V/def2-TZVPD", "total_charge": 1, "e_tot_ha": -3752.842200, "spin_multiplicity": 3, "e_lumo_ev": [-3.62, -5.02], "orbital_gap_ev": [5.711, 5.248], "elements": ["W", "C", "C", "N", "C", "C", "C", "O", "C", "C", "N", "C", "C", "C", "C", "C", "C", "I", "C", "O", "H", "H", "H", "H", "H", "H", "H", "H", "H", "H", "H", "H", "C", "P", "C", "C", "C", "C", "C", "C", "C", "C", "C", "C", "C", "C", "C", "C", "C", "C", "C", "P", "C", "C", "C", "C", "C", "C", "C", "C", "C", "C", "C", "C", "N", "H", "H", "H", "H", "H", "H", "H", "H", "H", "H", "H", "H", "H", "H", "H", "H", "H", "H", "H", "H", "H", "H", "H", "H", "H", "H", "C", "C", "C", "C", "C", "C", "C", "C", "C", "C", "N", "C", "C", "C", "C", "C", "N", "H", "H", "H", "H", "H", "H", "H", "H", "H", "H", "H", "H", "H", "H", "H", "H", "H"], "positions_angstrom": [[0.3486, 0.0272, -0.4728], [4.7221, 1.9230, 0.5786], [3.7108, 2.0545, 1.6753], [4.1245, 2.5119, 2.8409], [3.2911, 2.7876, 3.8234], [1.9245, 2.6382, 3.7017], [1.0107, 3.1432, 4.7851], [0.5617, 4.4499, 4.5128], [1.4217, 2.0801, 2.4978], [0.0634, 1.8497, 2.2491], [-0.3656, 1.2122, 1.1390], [-1.6668, 1.3649, 0.6689], [-2.7262, 2.0689, 1.2443], [-3.9460, 2.0725, 0.5908], [-4.0964, 1.4159, -0.6166], [-3.0188, 0.7443, -1.1920], [-1.7727, 0.6983, -0.5751], [-0.3692, -0.3952, -3.2587], [2.3501, 1.7901, 1.4432], [1.9209, 1.3911, 0.2594], [5.1073, 2.9088, 0.3149], [4.2760, 1.4651, -0.3024], [5.5669, 1.3246, 0.9173], [3.7336, 3.1598, 4.7353], [1.5423, 3.2103, 5.7360], [0.1539, 2.4636, 4.9066], [0.2558, 4.4982, 3.5984], [-0.6780, 2.2474, 2.9317], [-2.6111, 2.5976, 2.1783], [-4.7836, 2.5905, 1.0328], [-5.0489, 1.4335, -1.1230], [-3.1823, 0.2715, -2.1520], [2.3159, 2.3576, -2.2803], [0.6164, 2.4930, -1.5330], [0.5955, 3.8870, -0.3342], [-0.6852, 4.3777, -0.0682], [-0.8808, 5.3625, 0.8796], [0.1999, 5.8640, 1.5893], [1.4759, 5.3931, 1.3225], [1.6781, 4.4179, 0.3574], [-0.1882, 3.4391, -2.8954], [-1.4466, 3.1129, -3.3787], [-2.0202, 3.8560, -4.3951], [-1.3459, 4.9410, -4.9250], [-0.1090, 5.3044, -4.4138], [0.4689, 4.5601, -3.4037], [2.7844, 0.9428, -2.3783], [3.8016, 0.4843, -3.2162], [3.8846, -0.8921, -3.0282], [2.9170, -1.2214, -2.0839], [2.6679, -2.5521, -1.4799], [0.8566, -2.8312, -1.1281], [0.4426, -3.8506, -2.6120], [1.0520, -3.5810, -3.8360], [0.8045, -4.3793, -4.9355], [-0.0655, -5.4519, -4.8385], [-0.6977, -5.7095, -3.6342], [-0.4455, -4.9191, -2.5274], [0.9868, -4.2157, 0.0794], [2.1861, -4.8645, 0.3554], [2.2374, -5.8838, 1.2895], [1.0911, -6.2864, 1.9483], [-0.1152, -5.6729, 1.6574], [-0.1685, -4.6457, 0.7329], [2.2330, -0.1040, -1.6775], [3.0128, 2.9548, -1.6825], [2.2928, 2.7852, -3.2875], [-1.5314, 3.9901, -0.6227], [-1.8779, 5.7336, 1.0646], [0.0490, 6.6301, 2.3342], [2.3183, 5.7784, 1.8774], [2.6852, 4.0807, 0.1602], [-1.9773, 2.2721, -2.9610], [-2.9956, 3.5880, -4.7715], [-1.7868, 5.5083, -5.7287], [0.3991, 6.1754, -4.8026], [1.4316, 4.8547, -3.0039], [4.4007, 1.0802, -3.8749], [4.5480, -1.5876, -3.5015], [3.1866, -2.5983, -0.5139], [3.0613, -3.3406, -2.1261], [1.7306, -2.7498, -3.9495], [1.3056, -4.1571, -5.8652], [-0.2475, -6.0815, -5.6951], [-1.3850, -6.5374, -3.5454], [-0.9234, -5.1638, -1.5920], [3.1045, -4.5896, -0.1365], [3.1829, -6.3595, 1.5021], [1.1411, -7.0728, 2.6838], [-1.0117, -5.9956, 2.1641], [-1.1153, -4.1624, 0.5360], [-3.7437, -2.4092, -2.3146], [-2.8530, -2.6172, -1.0815], [-3.3779, -2.0150, 0.1958], [-4.7430, -2.0579, 0.4511], [-5.2599, -1.5857, 1.6401], [-4.4052, -1.1097, 2.6146], [-3.0316, -1.0789, 2.4163], [-2.1425, -0.6355, 3.5541], [-2.7661, 0.3826, 4.5072], [-2.5151, -1.5023, 1.1745], [-1.1018, -1.4372, 0.9340], [-0.3960, -2.0429, 1.8574], [0.9907, -1.8909, 1.9060], [1.9396, -2.4356, 2.7785], [3.1659, -1.9392, 2.3605], [2.9163, -1.1222, 1.2641], [1.5983, -1.0778, 0.9613], [-4.3339, -3.2995, -2.5173], [-3.1299, -2.2055, -3.1906], [-4.4290, -1.5777, -2.1734], [-1.8466, -2.2210, -1.2777], [-2.7451, -3.6964, -0.9264], [-5.4041, -2.4864, -0.2853], [-6.3252, -1.6020, 1.8102], [-4.8150, -0.7823, 3.5562], [-1.2044, -0.2290, 3.1650], [-1.8815, -1.5135, 4.1534], [-3.2757, 1.1722, 3.9626], [-1.9853, 0.8330, 5.1180], [-3.4763, -0.0929, 5.1793], [-0.8724, -2.6638, 2.6115], [1.7341, -3.1142, 3.5837], [4.1286, -2.1421, 2.7825], [3.6439, -0.5769, 0.6900]], "atomic_forces_ev_per_a": [[1.164, 2.572, 0.688], [-0.031, -0.161, 0.019], [0.001, 0.337, -0.017], [0.940, -0.222, -0.621], [-0.778, 0.078, 0.134], [-0.210, -0.181, -0.034], [-0.119, -0.438, 0.063], [-0.202, 0.414, -0.143], [1.935, -0.485, 0.030], [-1.136, -1.315, -2.602], [0.314, 1.425, 2.663], [-1.711, -0.060, -0.577], [0.473, -0.269, 0.017], [-0.019, 0.058, 0.171], [0.400, -0.116, 0.000], [0.316, -0.180, -0.535], [0.445, 0.865, 1.448], [-0.175, -0.024, 0.260], [-1.603, -0.160, 0.442], [0.629, -0.387, -0.198], [0.042, 0.030, -0.031], [0.101, -0.032, -0.009], [0.040, 0.002, -0.020], [-0.032, 0.095, 0.158], [-0.049, -0.166, -0.082], [0.142, 0.024, 0.180], [0.053, 0.050, 0.030], [-0.206, 0.107, -0.180], [-0.021, 0.103, 0.081], [-0.071, 0.084, 0.026], [-0.091, -0.049, -0.070], [0.161, -0.086, -0.039], [-0.176, -0.351, 0.189], [0.295, 0.302, -0.550], [-0.146, -0.455, 0.120], [0.047, -0.135, -0.181], [-0.094, -0.023, 0.099], [0.039, 0.015, -0.055], [0.092, 0.096, -0.007], [-0.056, -0.047, -0.160], [-0.329, -0.503, 0.072], [0.045, -0.172, 0.136], [-0.068, 0.126, -0.090], [-0.066, -0.033, 0.032], [0.066, 0.103, -0.051], [0.059, -0.143, 0.086], [-1.346, 0.270, 1.115], [1.018, -1.796, -0.551], [0.763, 1.646, -1.106], [-1.387, -0.092, 1.585], [-0.154, 0.217, -0.374], [0.337, -1.217, -0.451], [0.108, 0.201, 0.092], [-0.073, -0.115, 0.100], [0.045, -0.004, -0.107], [-0.041, 0.019, -0.026], [-0.080, -0.065, -0.057], [0.061, 0.139, -0.001], [0.021, 0.099, -0.101], [-0.065, 0.068, 0.005], [0.071, -0.052, 0.038], [0.066, -0.004, 0.040], [-0.067, -0.038, 0.044], [0.053, -0.035, -0.053], [0.405, -0.355, -0.473], [0.044, -0.139, -0.058], [0.050, -0.072, 0.151], [-0.047, 0.024, 0.023], [-0.079, 0.049, 0.026], [0.012, 0.092, 0.100], [0.090, 0.062, 0.007], [0.060, -0.068, -0.010], [-0.025, -0.090, -0.015], [-0.083, -0.041, -0.044], [-0.054, 0.108, -0.082], [0.064, 0.014, -0.018], [0.019, 0.080, -0.002], [0.103, 0.201, -0.117], [0.192, -0.124, -0.109], [-0.084, 0.074, -0.148], [0.010, 0.086, 0.107], [0.060, 0.117, 0.016], [0.007, -0.028, -0.137], [-0.036, -0.067, -0.092], [-0.043, -0.092, -0.016], [-0.036, -0.014, 0.065], [0.065, 0.036, -0.076], [0.076, -0.069, 0.018], [-0.030, -0.125, 0.085], [-0.149, -0.004, 0.021], [-0.067, 0.011, -0.047], [0.127, -0.138, 0.081], [0.268, 0.237, -0.153], [0.069, -0.194, 0.026], [0.116, 0.005, 0.075], [-0.013, -0.010, -0.079], [0.025, -0.104, -0.012], [0.095, 0.021, -0.083], [0.026, 0.247, 0.147], [0.128, -0.116, -0.081], [-0.460, -0.073, -0.131], [0.744, -0.587, 0.537], [-0.346, 0.461, -0.609], [0.453, 0.049, 0.323], [-0.588, 0.266, -0.354], [-0.040, 0.088, -0.221], [0.156, 0.289, -0.203], [-0.516, -0.256, 0.381], [-0.124, -0.006, -0.075], [-0.018, -0.031, -0.059], [-0.053, 0.081, -0.049], [-0.253, -0.118, 0.018], [0.137, 0.064, 0.037], [-0.084, -0.002, -0.138], [-0.113, -0.035, 0.059], [-0.029, 0.083, 0.110], [-0.112, -0.125, 0.058], [0.154, 0.024, -0.045], [-0.117, 0.121, -0.038], [0.006, 0.028, 0.123], [-0.090, 0.086, 0.055], [-0.045, 0.044, -0.111], [-0.039, -0.116, 0.171], [0.251, -0.008, 0.104], [0.019, 0.125, -0.123]]}